[1]
Entry from the OMol25 dataset: a cluster of 15 separate species, C2H36BO16P in total (ωB97M-V with the def2-TZVPD basis set).

Values from the calculation:
HOMO-LUMO gap: 0.32999 hartree
LUMO energy: 0.108 eV
E: -45385.07077 eV
HOMO energy: -0.32601 Ha

Geometry as ORCA input:
```
! wB97M-V def2-TZVPD RIJCOSX def2/J DEFGRID3
* xyz 0 1
H 2.128 -3.449 -1.076
H 1.303 -0.822 0.218
H -6.478 0.641 3.893
H 0.909 3.381 3.726
O 4.773 0.245 -1.820
H 4.798 -0.001 -2.749
O -0.764 1.206 -3.600
H -4.160 -3.770 -0.098
H 5.969 -0.764 0.336
H -0.964 -6.524 -4.782
O -4.448 -0.601 1.578
O -3.866 -3.195 0.614
H -4.615 -1.522 1.806
O 6.606 -0.044 0.273
C 2.275 1.132 0.480
O 0.999 1.567 1.003
O -1.031 -5.638 -4.415
H -0.369 5.798 -0.895
H 0.446 -5.705 -1.844
O 3.046 -3.404 -1.368
O -0.731 5.250 -0.193
H -3.538 -2.400 0.178
O -3.947 -0.935 4.613
H -1.494 0.581 -3.628
H -1.922 -5.586 -4.056
H 2.569 1.806 -0.331
H 3.016 1.249 1.267
H 0.635 0.442 -3.737
H -1.150 -0.687 -0.436
H 7.018 0.011 1.139
O 0.078 2.965 3.473
H -0.686 4.350 -0.534
H 0.313 -4.649 -2.924
H 0.253 2.591 2.599
C 2.227 -0.308 -0.036
H -0.628 1.377 -2.658
H 1.105 2.335 -1.423
P -1.588 0.551 0.075
H -4.591 -0.110 2.398
B 0.039 1.600 0.012
H 5.667 0.547 -1.614
H -3.263 -0.645 5.227
H 3.036 -0.878 0.421
H 3.188 -2.483 -1.608
O 0.473 -4.754 -1.978
H 1.897 -0.345 -4.093
O -5.779 1.292 3.786
H -1.732 0.232 1.432
H -0.534 5.877 1.721
O 0.197 2.413 -1.101
H -5.192 1.128 4.530
H -4.213 -1.800 4.939
H 2.384 -0.287 -1.108
H -0.500 5.050 3.010
O 1.376 -0.043 -3.343
O -0.476 5.957 2.685
*
```

---

[2]
Entry from the OMol25 dataset: an isolated molecule of C5H8N2 (ωB97M-V with the def2-TZVPD basis set).

Values from the calculation:
HOMO-LUMO gap: 0.37005 hartree
LUMO energy: 0.901 eV
E: -8290.66826 eV
HOMO energy: -0.33694 Ha

Geometry as ORCA input:
```
! wB97M-V def2-TZVPD RIJCOSX def2/J DEFGRID3
* xyz 0 1
C -0.442 -1.103 -0.525
H 0.252 0.867 -0.378
C -1.114 1.681 1.695
C -1.430 0.590 0.831
H -1.416 -1.085 -1.004
N -0.859 2.576 2.369
C 1.982 -0.435 -0.841
H -2.181 -0.031 1.318
H 2.200 -1.213 -0.108
H -0.074 -2.108 -0.350
C 0.549 -0.140 -0.960
H 2.631 0.420 -0.647
N -0.259 -0.251 0.637
H 2.259 -0.831 -1.820
H -1.842 1.010 -0.096
*
```

---

[3]
Entry from the OMol25 dataset: a structure of composition C24H64N10NbO6 (ωB97M-V with the def2-TZVPD basis set).

Values from the calculation:
HOMO-LUMO gap: 0.22186 hartree
LUMO energy: 2.068 eV
E: -54660.77653 eV
HOMO energy: -0.14585 Ha

Geometry as ORCA input:
```
! wB97M-V def2-TZVPD RIJCOSX def2/J DEFGRID3
* xyz -1 1
H 7.353 -0.956 -3.287
C -4.200 6.916 2.708
H 5.282 -0.771 -4.414
H -0.394 -0.472 -0.171
N 2.734 -7.493 -0.977
N -3.754 7.086 3.992
H 3.037 -0.947 1.080
H 5.721 -4.128 6.244
H -7.203 0.926 -0.106
H 0.326 -0.870 3.426
H 0.944 3.175 0.480
H -2.132 2.535 -0.487
H -4.331 6.965 4.801
N 4.931 -1.517 -3.845
H -0.109 -1.947 -1.038
C 1.384 -1.240 -2.939
H -0.037 3.452 -5.999
C -4.907 1.715 -0.865
H 6.876 -3.070 5.514
C 2.345 0.474 -1.405
C -6.868 -2.285 -0.621
H -7.642 -3.036 -0.476
H 0.285 1.563 0.525
O 5.220 -3.037 -2.194
C -1.540 -2.911 1.574
H -0.534 4.635 0.272
C 0.514 2.428 1.150
C 1.602 2.119 2.182
H 0.358 0.400 -2.112
C -4.566 2.541 0.387
H 0.019 -4.366 1.126
C 5.675 -2.149 -2.883
O 3.951 -6.470 0.638
H 2.592 0.383 2.891
H 2.819 0.701 -5.224
H 2.217 -3.192 0.001
H -0.342 0.060 2.110
O -3.474 7.052 1.743
C -5.250 0.237 -0.601
H -7.118 0.124 -1.677
H 3.337 -5.438 -2.305
H 3.175 -0.217 -1.221
H -0.519 3.589 2.649
H 2.624 1.089 -2.266
H -1.898 4.888 1.339
H 1.447 1.017 4.031
O 5.866 -3.056 3.257
H 2.257 1.093 -0.514
H -1.747 -2.488 0.592
C -2.312 3.598 -0.308
C -3.805 3.819 0.010
H -5.869 6.423 1.659
N 0.801 2.979 -6.278
H 1.594 2.944 2.901
C 5.427 -3.673 4.205
H 3.972 -1.799 -3.936
C -0.763 3.065 1.723
C 3.503 -6.451 -0.495
H -4.075 1.792 -1.566
H -2.106 4.101 -1.254
O 0.753 1.747 -4.372
H 3.982 -4.960 4.965
H -3.916 4.544 0.816
N -5.520 6.569 2.587
H 0.018 -3.773 2.771
C 0.603 -0.310 2.522
H 3.789 -4.508 3.305
H 1.234 3.222 -7.148
H 2.910 1.610 -6.696
C 1.292 2.024 -5.421
H -5.775 2.177 -1.342
Nb 1.528 -1.962 1.201
N 3.710 -5.439 -1.377
H 2.551 -8.252 -0.351
H -1.762 -2.186 2.359
C -0.112 -3.463 1.730
C 1.086 -0.325 -1.734
H -5.517 2.855 0.829
C 1.586 0.794 2.968
H -6.691 -2.133 -1.689
O -7.291 -1.077 -0.006
H -4.012 1.933 1.100
H -5.932 -2.634 -0.173
C -1.354 4.126 0.778
H 2.206 -0.810 -3.514
H -4.794 -0.379 -1.378
H 0.502 -1.259 -3.584
H -2.788 7.323 4.111
H -4.845 -0.099 0.353
H 1.590 -2.263 -2.619
H -1.521 2.314 1.953
C 0.411 -1.097 -0.574
N 4.311 -4.456 4.166
N 2.442 1.402 -5.835
H -2.258 -3.733 1.720
H 2.564 2.201 1.668
N 6.962 -1.699 -2.743
C -6.772 0.073 -0.635
H 2.338 -7.508 -1.896
H -4.316 4.237 -0.861
H 7.517 -2.129 -2.026
H 4.250 -4.644 -1.076
H -6.134 6.438 3.367
N 6.053 -3.635 5.439
H 2.429 -2.761 2.601
*
```

---

[4]
Entry from the OMol25 dataset: a structure of composition C30H39IN7P2SV (ωB97M-V with the def2-TZVPD basis set).

Values from the calculation:
HOMO-LUMO gap (spin up / spin down): 0.24413 / 0.25638 hartree
LUMO energy (spin up / spin down): -6.916 / -6.581 eV
<S²>: 2.031
E: -105363.57142 eV
HOMO energy (spin up / spin down): -0.49830 / -0.49825 Ha

Geometry as ORCA input:
```
! wB97M-V def2-TZVPD RIJCOSX def2/J DEFGRID3
* xyz 2 3
H 12.384 11.460 11.954
C 11.162 11.288 9.655
H 5.848 11.396 6.038
H 7.302 14.803 6.490
H 4.419 12.478 6.296
C 7.651 11.245 10.352
H 6.030 14.439 9.092
C 7.081 17.760 7.222
H 12.458 15.501 11.331
C 6.456 9.278 10.609
H 11.929 10.555 9.638
H 9.239 16.134 14.380
H 7.428 13.075 12.701
N 8.485 15.895 13.728
C 11.306 13.869 7.244
C 10.424 11.267 11.042
H 14.654 14.292 7.247
C 6.200 13.088 7.346
N 10.944 14.273 8.479
C 8.686 11.784 6.419
C 6.477 14.154 6.235
I 10.634 18.039 4.839
H 6.070 18.176 7.183
H 10.463 11.025 8.873
H 9.542 9.325 10.427
H 5.212 12.879 9.265
C 12.604 13.875 6.776
N 7.016 10.045 8.425
C 5.411 6.921 9.516
C 10.064 9.767 11.278
H 4.969 6.399 11.543
H 13.963 15.107 9.561
C 11.945 14.750 9.260
C 6.010 7.865 8.679
C 9.286 17.526 6.274
N 10.446 15.225 11.004
H 11.021 11.581 13.117
H 6.739 13.715 5.240
H 12.781 13.520 5.769
H 11.405 12.940 12.041
H 9.718 11.578 6.694
H 5.521 14.761 6.106
H 4.527 14.076 8.178
C 13.243 14.755 8.845
N 8.555 16.169 8.146
C 5.321 12.005 6.739
H 8.663 12.433 5.534
H 6.568 16.472 8.824
C 9.496 16.597 7.285
C 8.028 18.122 6.294
C 7.517 11.133 8.939
C 11.682 15.194 10.623
C 7.340 16.744 8.104
H 11.011 9.266 11.460
P 8.944 12.432 10.975
H 9.182 13.353 13.147
C 13.648 14.301 7.598
C 8.444 12.655 12.696
C 5.410 7.152 10.911
H 9.464 9.625 12.172
H 8.211 10.806 6.189
C 11.374 11.839 12.115
V 9.055 14.506 9.529
H 5.941 7.789 7.598
H 4.980 6.014 9.118
H 10.472 16.144 7.319
N 7.086 10.370 11.124
S 7.655 15.630 11.154
H 4.986 11.287 7.476
H 8.379 11.711 13.246
N 10.132 15.519 12.274
H 7.750 18.921 5.601
C 5.928 8.312 11.477
P 7.909 12.585 7.864
H 11.608 12.242 9.452
H 10.478 13.519 6.634
C 5.478 13.668 8.552
H 5.964 8.515 12.550
C 8.831 15.695 12.451
H 7.570 16.101 14.049
C 6.497 9.090 9.204
*
```

---

[5]
Entry from the OMol25 dataset: an isolated molecule of CHBrClNO2 (ωB97M-V with the def2-TZVPD basis set).

Values from the calculation:
HOMO-LUMO gap: 0.34087 hartree
LUMO energy: -1.747 eV
E: -89198.66826 eV
HOMO energy: -0.40507 Ha

Geometry as ORCA input:
```
! wB97M-V def2-TZVPD RIJCOSX def2/J DEFGRID3
* xyz 0 1
N -0.352 0.413 1.626
C -0.678 0.456 0.305
Cl -0.932 2.440 -0.302
H 0.179 0.255 -0.340
O 0.538 1.153 1.931
Br -2.199 -0.533 -0.100
O -0.850 -0.438 2.292
*
```

---

[6]
Entry from the OMol25 dataset: an isolated molecule of C5H9NO (ωB97M-V with the def2-TZVPD basis set).

Values from the calculation:
HOMO-LUMO gap: 0.34770 hartree
LUMO energy: 0.785 eV
E: -8866.08333 eV
HOMO energy: -0.31885 Ha

Geometry as ORCA input:
```
! wB97M-V def2-TZVPD RIJCOSX def2/J DEFGRID3
* xyz 0 1
H -1.006 -1.375 -1.829
H -1.387 2.310 -0.433
C 0.298 -0.178 -0.595
H -1.654 1.945 1.277
C -0.979 1.777 0.432
H 2.140 0.569 -0.590
H 0.469 -2.203 -1.288
C 0.303 -1.019 1.886
N -0.910 0.359 0.139
C 0.061 -1.242 -1.621
H -0.008 2.219 0.686
O 1.280 0.794 -0.981
H -0.316 -0.914 2.770
H 0.550 -0.986 -2.567
H 1.199 -1.623 1.953
C -0.041 -0.434 0.763
*
```